{
  "formula": "C5H13O2",
  "method": "ωB97M-V/def2-TZVPD",
  "elements": ["C", "O", "C", "C", "C", "C", "H", "H", "H", "H", "H", "H", "H", "H", "H", "H", "H", "H", "H", "O"],
  "positions_angstrom": [[-0.223, 0.750, 0.555], [-0.483, 1.038, 1.902], [0.088, -0.730, 0.329], [0.114, -1.176, -1.146], [1.471, -1.539, -1.763], [2.306, -0.305, -2.144], [0.631, 1.340, 0.206], [-1.097, 1.014, -0.062], [1.057, -0.969, 0.778], [-0.699, -1.281, 0.828], [-0.534, -2.054, -1.236], [-0.311, -0.422, -1.820], [2.057, -2.194, -1.101], [1.289, -2.165, -2.646], [2.146, 0.548, -1.480], [3.378, -0.502, -2.294], [1.985, -0.016, -3.152], [-2.986, 1.848, 2.923], [-1.514, 1.181, 1.958], [-2.991, 1.575, 1.993]],
  "forces_ev_per_angstrom": [[-0.080, -0.173, 0.078], [-0.025, -0.113, -0.154], [0.266, 0.291, -0.584], [0.184, -0.241, -0.278], [0.468, -0.033, 0.517], [-0.257, -0.504, -0.691], [0.039, 0.153, -0.107], [0.096, 0.049, 0.021], [-0.152, -0.065, 0.184], [-0.087, -0.211, 0.387], [-0.061, -0.034, -0.104], [-0.118, 0.107, 0.221], [-0.255, 0.119, 0.148], [0.094, 0.202, -0.188], [0.136, -0.118, 0.060], [-0.010, -0.018, 0.298], [-0.146, 0.378, -0.022], [-0.108, -0.043, -0.277], [-0.095, 0.297, 0.117], [0.109, -0.045, 0.376]],
  "gap_ev": [2.98, 8.05],
  "total_charge": -2,
  "relative_energy_kj_mol": 0.9,
  "homo_ev": [3.8125, -1.2797],
  "multiplicity": 2
}

{
  "formula": "CH4N2OSn",
  "method": "ωB97M-V/def2-TZVPD",
  "elements": ["Sn", "C", "O", "N", "N", "H", "H", "H", "H"],
  "positions_angstrom": [[-4.891, -0.886, -0.611], [0.966, 0.466, -0.177], [1.735, 1.108, -0.824], [-0.327, 0.651, -0.070], [1.293, -0.626, 0.455], [-0.858, 1.364, -0.549], [-0.679, 0.137, 0.726], [0.555, -1.217, 0.809], [2.207, -0.996, 0.241]],
  "forces_ev_per_angstrom": [[0.025, 0.006, -0.075], [1.641, -0.690, -1.273], [1.010, 1.989, -1.149], [-4.574, 0.879, 0.189], [1.584, -2.768, 1.493], [0.423, 0.205, 0.369], [-0.810, 0.864, -0.030], [0.769, -0.264, 0.048], [-0.067, -0.221, 0.428]],
  "gap_ev": 2.65,
  "total_charge": 2,
  "relative_energy_kj_mol": 433.9,
  "homo_ev": -16.2358
}

{
  "formula": "C2H4I2",
  "method": "ωB97M-V/def2-TZVPD",
  "elements": ["C", "C", "I", "I", "H", "H", "H", "H"],
  "positions_angstrom": [[0.158, -0.765, 0.609], [-1.077, 1.418, -1.557], [-2.575, 2.391, -0.491], [-1.566, 0.138, -3.124], [0.415, 0.075, 1.212], [-0.817, -1.194, 0.684], [0.909, -1.245, 0.012], [-0.201, 2.016, -1.739]],
  "forces_ev_per_angstrom": [[0.037, -0.020, -0.235], [-0.592, -0.162, -0.168], [0.364, -0.285, -0.214], [0.105, 0.275, 0.421], [0.113, 0.380, 0.269], [-0.353, -0.130, -0.006], [0.133, -0.075, -0.148], [0.191, 0.018, 0.081]],
  "gap_ev": [7.93, 8.11],
  "relative_energy_kj_mol": 383.0,
  "homo_ev": [-8.7762, -8.3197]
}

{
  "formula": "C4H6S",
  "method": "ωB97M-V/def2-TZVPD",
  "elements": ["C", "C", "C", "H", "H", "H", "H", "C", "S", "H", "H"],
  "positions_angstrom": [[2.078, -1.052, 1.128], [1.795, -0.064, 0.542], [1.222, 1.096, -0.058], [2.270, -1.963, 1.528], [0.776, 0.821, -1.118], [1.908, 1.866, -0.325], [0.468, 1.609, 0.498], [-2.563, -0.601, -0.704], [-2.680, 0.353, 0.655], [-2.831, -0.366, -1.733], [-2.443, -1.699, -0.415]],
  "forces_ev_per_angstrom": [[0.060, 0.323, -0.337], [-0.655, 0.919, 0.014], [-0.935, 0.029, -3.468], [0.607, -1.942, 1.034], [0.567, 0.358, 2.127], [1.030, 0.462, 0.006], [-0.692, -0.150, 0.621], [-0.805, -0.945, 3.217], [0.301, -0.798, -2.343], [0.347, 0.345, 0.179], [0.174, 1.398, -1.047]],
  "gap_ev": [8.28, 8.27],
  "relative_energy_kj_mol": 286.3,
  "homo_ev": [-8.9859, -8.9857],
  "smiles": "C#CC.C=S"
}

{
  "formula": "C10H5Br12F5O3S",
  "method": "ωB97M-V/def2-TZVPD",
  "elements": ["O", "C", "O", "C", "O", "C", "C", "F", "F", "C", "F", "F", "F", "C", "S", "H", "C", "Br", "Br", "Br", "H", "C", "Br", "Br", "Br", "H", "C", "Br", "Br", "Br", "H", "C", "Br", "Br", "Br", "H"],
  "positions_angstrom": [[-3.794, -2.088, -1.415], [-2.728, -2.423, -1.026], [-2.509, -3.222, 0.066], [-1.168, -3.481, 0.189], [-0.718, -4.227, 0.988], [-0.448, -2.670, -0.854], [1.054, -2.602, -0.998], [1.603, -3.166, 0.116], [1.490, -3.311, -2.069], [1.635, -1.141, -1.035], [1.836, -0.690, -2.272], [0.762, -0.326, -0.385], [2.790, -1.089, -0.361], [-1.382, -2.063, -1.584], [-1.269, -0.985, -2.954], [-1.884, -1.778, -3.843], [-3.869, 2.545, -2.273], [-5.481, 2.525, -1.225], [-2.401, 1.759, -1.316], [-4.129, 1.711, -3.991], [-3.617, 3.579, -2.455], [-2.063, 1.525, 2.666], [-0.721, 0.637, 1.611], [-1.952, 1.030, 4.522], [-1.977, 3.433, 2.445], [-3.027, 1.203, 2.301], [0.529, 4.537, 5.350], [1.893, 3.668, 4.311], [0.553, 3.953, 7.182], [0.642, 6.452, 5.210], [-0.423, 4.241, 4.932], [6.269, -1.617, -2.364], [6.280, -0.593, -3.993], [6.575, -0.502, -0.825], [4.649, -2.635, -2.183], [7.087, -2.318, -2.420]],
  "forces_ev_per_angstrom": [[-0.084, -0.120, 0.138], [0.239, 0.168, -0.065], [-0.557, -0.301, 0.082], [0.811, 0.230, 0.076], [-0.239, -0.135, 0.131], [-0.255, 0.335, -0.306], [0.212, -0.484, 0.836], [-0.130, 0.129, -0.526], [-0.168, 0.381, 0.168], [0.378, 0.218, 0.285], [-0.249, -0.150, 0.542], [0.580, -0.265, -0.771], [-0.637, 0.133, -0.333], [-0.079, -0.243, -0.535], [0.527, 0.072, -0.226], [-0.207, -0.141, 0.177], [-0.013, -0.062, -0.043], [0.020, -0.011, -0.009], [-0.120, 0.300, 0.236], [-0.002, 0.010, 0.035], [0.007, 0.022, -0.011], [0.008, -0.041, 0.051], [-0.214, 0.136, 0.352], [0.034, 0.028, -0.029], [0.014, 0.051, -0.010], [-0.017, 0.005, -0.024], [-0.030, -0.037, -0.011], [-0.021, -0.008, -0.003], [0.004, 0.011, -0.024], [-0.001, -0.027, 0.002], [-0.016, -0.015, -0.008], [-0.027, 0.043, 0.015], [-0.003, -0.007, 0.025], [-0.014, -0.010, -0.025], [0.232, -0.196, -0.191], [0.019, -0.016, 0.000]],
  "gap_ev": 8.44,
  "homo_ev": -10.1563
}

{
  "formula": "C4H5N2O2",
  "method": "ωB97M-V/def2-TZVPD",
  "elements": ["O", "C", "C", "C", "N", "N", "C", "O", "H", "H", "H", "H", "H"],
  "positions_angstrom": [[2.782, 0.786, 1.681], [2.409, 0.371, 0.661], [1.532, 0.012, -0.355], [0.553, 1.024, -0.951], [-0.232, 0.995, 0.152], [-1.338, 0.345, 0.202], [-1.492, -0.941, 0.335], [-2.513, -1.645, 0.627], [1.234, -0.928, -0.571], [0.980, 1.968, -1.150], [0.004, 0.649, -1.874], [-0.609, -1.491, 0.447], [-3.311, -1.145, 0.797]],
  "forces_ev_per_angstrom": [[0.196, -1.221, -3.104], [-2.198, 0.928, 2.123], [0.664, 3.064, 1.297], [0.254, -0.868, -3.882], [-1.698, -0.047, 3.242], [0.549, -1.425, -0.210], [1.058, 2.509, 0.451], [-1.237, -0.544, -0.116], [0.226, -3.146, -0.436], [0.422, 1.131, -0.032], [1.064, 0.186, 0.889], [1.401, -0.934, -0.129], [-0.702, 0.367, -0.094]],
  "gap_ev": [8.08, 8.08],
  "total_charge": 1,
  "relative_energy_kj_mol": 337.6,
  "homo_ev": [-14.6272, -14.6275],
  "smiles": "O=C=CCN=[N+]=CO"
}

{
  "formula": "C4H35NO14",
  "method": "ωB97M-V/def2-TZVPD",
  "elements": ["C", "C", "C", "C", "O", "N", "H", "H", "H", "H", "H", "H", "H", "H", "H", "H", "H", "O", "H", "H", "O", "H", "H", "O", "H", "H", "O", "H", "H", "O", "H", "H", "O", "H", "H", "O", "H", "H", "O", "H", "H", "O", "H", "H", "O", "H", "H", "O", "H", "H", "O", "H", "H", "O"],
  "positions_angstrom": [[1.423, -1.855, -2.670], [1.569, -1.537, -1.189], [2.514, -0.406, -0.970], [2.041, 0.552, 0.078], [2.330, 1.700, 0.138], [1.939, -2.774, -0.414], [0.566, -1.621, -3.255], [1.543, -2.952, -2.896], [2.135, -1.268, -3.299], [0.550, -1.219, -0.809], [2.661, 0.250, -1.836], [3.482, -0.789, -0.611], [1.192, 0.188, 0.728], [1.032, -3.031, 0.020], [2.273, -3.595, -0.887], [-0.364, 0.618, 0.112], [-0.161, 2.201, -0.005], [-0.218, 1.352, -0.491], [-0.529, 5.004, 0.440], [0.708, 4.572, 1.472], [0.151, 4.419, 0.735], [1.701, 2.201, 2.844], [0.339, 2.757, 2.708], [1.114, 2.820, 3.307], [3.024, -3.088, 1.436], [1.799, -3.944, 1.636], [2.530, -3.549, 2.107], [-2.975, -2.395, 0.665], [-3.552, -1.968, -0.707], [-3.470, -1.668, 0.195], [-2.503, 3.534, 0.814], [-2.557, 1.996, 0.774], [-2.147, 2.723, 1.279], [-0.694, 1.063, -2.043], [-0.533, 1.141, -3.597], [-0.983, 0.655, -2.872], [1.286, -1.521, 3.275], [0.614, -0.500, 2.375], [0.903, -1.465, 2.400], [-1.660, -3.799, 2.395], [-0.595, -2.728, 1.895], [-1.147, -3.489, 1.627], [-0.484, 1.068, 3.960], [-1.558, -0.005, 3.925], [-0.751, 0.265, 3.455], [-1.499, -2.115, -1.809], [-1.522, -1.134, -2.938], [-1.829, -2.040, -2.696], [0.463, 2.788, -3.786], [-0.905, 3.016, -4.527], [-0.025, 2.624, -4.587], [-3.264, 1.037, -1.224], [-3.672, 0.076, -0.281], [-3.526, 1.083, -0.287]],
  "forces_ev_per_angstrom": [[1.537, -0.785, -2.054], [-1.475, -1.495, -0.623], [1.033, 0.818, 0.676], [-1.496, -0.867, 0.318], [1.294, 1.359, 0.489], [-1.885, 1.375, 1.000], [-1.448, 0.390, 0.608], [0.252, 1.035, 0.353], [0.254, -0.770, 0.649], [0.989, -0.403, -0.216], [0.134, -0.451, -0.023], [-0.096, 0.084, -0.368], [1.235, -0.329, -0.036], [1.127, -0.184, -0.173], [0.042, 0.192, -0.934], [-0.461, 0.506, 0.203], [-0.224, -0.531, 0.119], [-0.513, 0.643, -0.386], [-0.025, 1.024, 0.779], [0.225, 1.186, 1.091], [0.072, -2.233, -1.941], [0.311, 0.296, 0.250], [0.143, 0.402, 0.464], [-0.671, -0.663, -0.976], [-0.109, 0.326, -0.501], [-0.135, -0.013, -0.033], [0.509, -0.855, 1.314], [-0.463, 1.065, -0.617], [-0.009, -0.407, -0.597], [0.629, -1.002, 0.957], [0.622, -1.469, 0.949], [-0.123, -0.006, 0.041], [-0.450, 1.559, -0.597], [0.100, 0.026, 0.389], [-0.426, -0.438, 0.334], [-0.088, -0.038, -1.032], [0.226, -0.445, 0.245], [0.109, -2.019, 0.319], [-0.601, 1.984, -0.700], [0.602, 0.361, -0.340], [-0.081, -0.226, 0.423], [-0.418, 0.090, -0.041], [-0.057, -0.563, -0.596], [0.262, -0.070, -0.443], [-0.398, 1.215, 1.221], [0.299, -0.286, 0.691], [-0.306, -0.398, 0.069], [-0.227, 0.711, -0.564], [0.071, 0.549, 0.479], [0.320, 0.091, 0.287], [-0.196, -0.337, -0.840], [0.272, 1.145, 0.069], [0.129, 1.624, 1.471], [-0.414, -2.773, -1.627]],
  "gap_ev": 9.63,
  "relative_energy_kj_mol": 416.8,
  "homo_ev": -9.6015
}

{
  "formula": "C2H5N6",
  "method": "ωB97M-V/def2-TZVPD",
  "elements": ["C", "C", "N", "N", "N", "N", "N", "N", "H", "H", "H", "H", "H"],
  "positions_angstrom": [[2.684, 1.053, -0.289], [-1.232, -0.604, 0.019], [4.041, -0.523, 0.106], [3.856, 0.540, -0.721], [2.105, 0.292, 0.666], [3.022, -0.650, 0.884], [-1.110, 1.728, 0.582], [-0.522, 0.721, 0.341], [-2.276, -0.166, -0.184], [-0.596, -0.967, -0.707], [-1.173, -1.219, 1.018], [2.200, 2.028, -0.691], [0.551, 0.452, 0.592]],
  "forces_ev_per_angstrom": [[-0.537, 1.136, -1.306], [-1.834, 2.160, 3.492], [-0.232, 0.443, -0.729], [-0.986, 0.666, 1.272], [1.646, 0.911, -0.820], [-0.308, -1.230, 0.848], [-0.388, 1.380, -0.111], [1.150, -2.330, 1.368], [1.360, -1.533, -0.180], [0.505, -1.567, -1.967], [-0.269, 0.941, -2.088], [0.942, -2.054, 0.666], [-1.049, 1.077, -0.445]],
  "gap_ev": 7.61,
  "total_charge": -1,
  "relative_energy_kj_mol": 128.1,
  "homo_ev": -3.5423
}

no.,energy (eV)
1,-9487.010
2,-11937.582
3,-18336.037
4,-15076.825
5,-881524.500
6,-11291.959
7,-34869.960
8,-11093.136